# 1
5
Properties=species:S:1:pos:R:3 method="wB97M-V/def2-TZVPD" total_energy_ha=-1132.7606 total_charge=0 e_homo_ev=-9.6145 e_lumo_ev=-0.208 molar_mass_da=204.06 max_force_ev_per_a=0.92 gap_ev=9.41
S -0.8768 1.0492 1.4954
I 1.2422 0.8027 -1.9106
S -0.9905 -1.7199 0.0858
C -0.9203 -0.3462 0.8180
H 1.5454 0.2142 -0.4886

# 2
44
Properties=species:S:1:pos:R:3 method="wB97M-V/def2-TZVPD" total_energy_ha=-1431.9452 total_charge=0 e_homo_ev=-8.1812 e_lumo_ev=-0.979 molar_mass_da=358.47 smiles="O=C(C(=S)Nc1ccccc1)[C@@H](/C=N/c1ccccc1)c1ccccc1" max_force_ev_per_a=5.34 gap_ev=7.20
H -4.9537 0.5906 -2.3848
H 1.6535 0.4393 1.1922
C -0.1354 0.3517 3.0764
H -0.6596 -0.5600 6.3376
C 0.3987 2.1273 4.6186
C -0.3293 0.0956 5.4839
H 3.1882 0.8383 -0.5018
C -2.1599 0.8841 -4.4166
C -3.4951 1.0223 -3.9595
H -0.5006 -0.3013 -1.8458
H 0.8279 3.0541 4.7987
C 3.5187 -2.3637 -2.7991
H -0.8827 -1.4082 4.0185
O -0.9909 1.6131 0.4308
H 5.2212 -1.4058 -3.4036
H -0.0826 0.1903 -3.9346
C 0.9551 -0.3363 0.9193
C -0.2809 -0.3178 1.7366
N 1.2837 -1.1888 -0.0567
C -2.7792 0.1066 -1.8405
H 1.8277 -3.1000 -1.6838
C -0.5261 -0.3962 4.1644
C 3.1395 -0.0236 -1.1235
H 0.4671 2.5313 2.5525
C -3.8715 0.5423 -2.7244
N -3.1686 -0.2614 -0.5186
H -0.6948 -1.2547 1.7729
H -4.0639 -0.7149 -0.3850
C 0.1146 1.3440 5.7234
C -1.2558 0.5146 0.9229
C -2.5696 -0.0946 0.7300
H 0.3180 1.5779 6.8054
C 0.2934 1.7321 3.2641
C 2.4946 -2.2467 -1.8887
C -1.0899 0.2908 -3.6447
H 5.0275 0.5939 -1.9914
C -1.3873 -0.0774 -2.3362
C 2.3099 -1.1326 -1.0178
H -1.9431 1.3604 -5.3478
C 4.4238 -1.3379 -2.7708
S -3.3339 -1.1140 1.8160
H -4.3638 1.2905 -4.5056
C 4.2807 -0.1760 -1.9414
H 3.7744 -3.2793 -3.3415

# 3
55
Properties=species:S:1:pos:R:3 method="wB97M-V/def2-TZVPD" total_energy_ha=-1319.5483 total_charge=0 e_homo_ev=-7.7250 e_lumo_ev=0.666 molar_mass_da=403.48 max_force_ev_per_a=0.62 gap_ev=8.39
C -0.4324 3.1011 1.2894
C 1.9998 2.5828 0.7825
C -4.4730 1.5831 -0.8216
H 2.0099 2.7811 1.8574
N 0.8991 0.3898 2.2504
H 5.2122 -1.5833 -2.6845
H 0.5807 -0.4458 2.7255
H 3.8699 -2.6345 -0.9031
C -1.7148 -3.9196 -0.1354
H -0.0759 4.6071 -0.6096
C 4.6192 -0.9627 -2.0302
H 0.0322 -3.6481 2.7410
O -1.7130 3.3192 0.7346
H -3.7362 -2.2375 -1.8080
C 3.1214 -0.7381 -0.2094
H -1.1039 -3.1075 -2.0215
C -0.2155 -3.5301 1.6954
H -5.4857 -2.5476 -1.6696
H 2.7713 3.1816 0.2966
H -0.3951 2.2148 1.9293
N 2.2944 1.1948 0.5753
C 3.1205 0.6581 -0.3888
H 2.7778 -2.9924 1.1141
C 1.7444 0.1789 1.3236
C 0.6392 2.9980 0.1936
N 2.2883 -1.0114 0.8563
C -3.6572 2.5706 -0.3227
H 3.8579 2.3136 -1.5455
H 0.9867 -2.1635 -1.1478
H -4.4977 -2.3616 -0.1977
H -3.9562 3.6062 -0.3612
C -2.4260 2.2528 0.2551
H 1.9279 -2.2501 2.4766
H -2.5182 -1.0952 -0.1280
H -0.2296 3.9910 1.8933
C -0.8582 -3.2289 -0.9765
C 4.6157 0.4118 -2.2092
C -2.8587 -0.0734 -0.1929
C -4.6400 -2.0213 -1.2289
C 0.6561 -2.8528 0.8536
H -2.6300 -4.3440 -0.5214
H -1.0933 0.6348 0.7523
C 1.9643 -2.3100 1.3823
H -2.0622 -4.5918 1.8669
C -4.0836 0.2439 -0.7609
H -5.4262 1.8221 -1.2654
C 0.3212 -2.6982 -0.4856
H 5.2060 0.8446 -3.0021
O -4.9708 -0.6574 -1.2815
C -2.0338 0.9238 0.3101
C 3.8641 1.2463 -1.3924
H 0.3227 2.2403 -0.5434
C 3.8685 -1.5623 -1.0274
C -1.3941 -4.0629 1.2035
O 0.8036 4.2390 -0.4573

# 4
42
Properties=species:S:1:pos:R:3 method="wB97M-V/def2-TZVPD" total_energy_ha=-5004.2070 total_charge=0 e_homo_ev="-6.6228 / -7.6133" spin_multiplicity=4 e_lumo_ev="-0.109 / -0.154" molar_mass_da=623.12 max_force_ev_per_a=4.44 gap_ev="6.51 / 7.46"
C -1.9157 -2.0225 3.6299
C 4.7169 1.2017 -1.5469
C 5.6581 -0.9636 -1.3164
H -3.1286 2.3774 0.2828
H -2.6523 -3.9569 4.2608
H -2.4051 1.5005 -1.0585
H -1.0129 -0.9348 -2.0408
V 0.3760 0.4200 0.3274
F 6.6124 -1.8489 -1.6247
C -1.1200 -0.9440 0.0858
C -1.5600 -1.2574 2.5597
C -2.7854 2.4658 -0.7479
H -2.9492 4.9867 -1.6908
H -1.8687 -1.6240 4.6349
C -2.1262 -3.0202 1.0241
C -1.9402 -2.7544 -1.3685
H -1.3142 5.5102 -1.2762
C -1.5939 -1.7156 1.2079
C 3.7129 0.8329 -0.6759
H 0.2082 4.0220 -0.5256
H -2.5172 5.2617 0.0036
H -2.6984 -4.5121 -0.4347
C -0.5154 3.2143 -0.5088
C -1.3407 -1.4814 -1.1634
F 6.6807 0.6340 -2.7091
F 2.7912 1.7806 -0.4037
C 3.6235 -0.4222 -0.1083
I -1.0942 0.7383 2.9933
C 4.6322 -1.3068 -0.4558
C -2.1526 4.8939 -0.9558
H -2.8910 -4.8112 1.9603
C -2.4976 -3.8154 2.1409
N -1.7393 3.4917 -0.8673
H -3.6198 2.7488 -1.3858
C -2.2895 -3.5147 -0.2988
C -2.3738 -3.3442 3.4121
Se 2.2302 -0.9228 1.1212
O -0.1568 2.0531 -0.1912
F 4.6576 -2.5497 0.0351
C 5.6998 0.2958 -1.8684
H -2.0824 -3.1345 -2.3744
F 4.7413 2.4277 -2.0823

# 5
10
Properties=species:S:1:pos:R:3 method="wB97M-V/def2-TZVPD" total_energy_ha=-2766.3956 total_charge=0 e_homo_ev=-9.8859 e_lumo_ev=0.620 molar_mass_da=136.98 max_force_ev_per_a=2.21 gap_ev=10.51
C 0.2746 3.1073 0.1825
H -1.9644 -0.7920 -1.8480
H 2.1286 0.0376 2.7676
Br 2.1527 4.9861 1.5901
C 1.0493 3.7297 0.8625
H 1.4368 -0.0272 3.1836
C -0.9594 -0.6490 -2.2269
H -0.4396 2.6429 -0.4231
H -0.3724 -1.6077 -2.1389
O -0.5238 0.4509 -2.3569

# 6
21
Properties=species:S:1:pos:R:3 method="wB97M-V/def2-TZVPD" total_energy_ha=-270.6735 total_charge=+1 e_homo_ev=-14.3741 e_lumo_ev=-3.039 molar_mass_da=91.18 max_force_ev_per_a=2.23 gap_ev=11.34
H -0.4927 -2.7379 -1.6683
H 0.6044 -1.5477 -3.6762
H -0.9100 -0.7263 -3.0722
C 0.1111 -1.0342 -2.8021
H 0.5575 2.7839 1.9178
H 1.0178 -1.0273 1.7722
H -0.3646 -0.7108 -0.3324
N -0.7997 0.1057 0.1857
H -1.0612 2.0169 2.0275
C 0.6329 -0.0897 2.1779
H 1.0119 -2.2583 -1.3571
H -0.2923 -0.2753 2.7540
H -1.6190 -0.1622 0.7945
H 1.4320 0.4084 2.7107
H -1.2163 0.7498 -0.5816
H 0.6868 -0.1546 -2.4736
C 0.2867 0.7869 0.9988
N 0.0844 -1.8928 -1.5470
H 1.1179 0.8814 0.3291
C -0.2167 2.1686 1.3568
H -0.5709 2.7155 0.4854

# 7
16
Properties=species:S:1:pos:R:3 method="wB97M-V/def2-TZVPD" total_energy_ha=-543.7747 total_charge=+2 e_homo_ev="-18.6975 / -18.6963" spin_multiplicity=2 e_lumo_ev="-7.856 / -15.968" molar_mass_da=113.06 max_force_ev_per_a=1.43 gap_ev="10.84 / 2.73"
O -1.6471 1.5052 -1.5625
H -2.3740 0.9972 -1.2024
O 0.7441 2.4295 0.4317
H 3.3156 -0.9571 -0.0388
H -1.4587 2.1626 -0.8928
H -0.7202 -0.9128 2.0322
H 1.0212 3.3396 0.5373
H 0.2164 2.2476 1.2093
H -0.3447 -3.4264 -1.8583
H 3.2824 -0.1063 1.2129
H -1.9865 -0.2775 1.4987
Na 0.4965 -0.3547 -0.5939
O -1.1647 -0.6794 1.2173
H -1.4860 -2.7473 -1.1316
O -0.6201 -2.5809 -1.5041
O 2.7260 -0.6392 0.6449

# 8
23
Properties=species:S:1:pos:R:3 method="wB97M-V/def2-TZVPD" total_energy_ha=-3345.6792 total_charge=+3 e_homo_ev="-20.5891 / -20.6466" spin_multiplicity=2 e_lumo_ev="-12.513 / -12.493" molar_mass_da=462.76 max_force_ev_per_a=0.40 gap_ev="8.08 / 8.15"
H -1.1741 -1.5709 4.1143
V 0.5583 0.3365 0.0671
H -1.5588 1.9973 0.5247
H -0.2713 2.4447 1.4568
F 3.8848 0.2021 -1.7470
F 1.6990 1.5467 0.3678
Cl -0.7689 0.1068 -1.6073
F 3.8656 -1.3932 0.9195
N -1.4740 -0.6515 3.8115
H -2.1478 1.5906 2.7581
N -1.4411 1.0522 2.2679
F 3.1054 -2.8187 -1.7560
F 1.8709 -0.8926 -0.5938
H -2.1293 -0.1708 4.4185
H -3.1874 -0.7260 -4.0659
C -1.0172 -0.1344 2.7040
N -0.8293 1.6436 1.1449
F 5.6673 -1.8643 -1.1575
C -2.8888 0.1695 -4.6082
Sb 3.9182 -1.4227 -0.9097
S 0.1654 -1.0358 1.7816
Cl -3.9616 1.3058 -4.8767
H -1.8853 0.2848 -5.0148